{"formula": "C15H17N4O8SY", "method": "ωB97M-V/def2-TZVPD", "elements": ["Y", "O", "C", "O", "C", "C", "C", "C", "C", "N", "C", "O", "O", "H", "H", "H", "H", "C", "C", "S", "O", "O", "C", "C", "N", "C", "N", "C", "C", "N", "O", "O", "C", "H", "H", "H", "H", "H", "H", "H", "H", "H", "H", "H", "H", "H"], "positions_angstrom": [[-1.321, -3.382, 0.018], [2.442, -3.580, 2.344], [1.248, -3.545, 1.847], [0.992, -3.539, 0.635], [0.139, -3.514, 2.843], [0.258, -3.463, 4.213], [-0.921, -3.427, 4.967], [-2.155, -3.443, 4.337], [-2.183, -3.497, 2.949], [-1.059, -3.527, 2.236], [-3.459, -3.482, 2.124], [-4.530, -3.446, 2.630], [-3.172, -3.482, 0.805], [3.122, -3.615, 1.648], [1.230, -3.451, 4.687], [-0.865, -3.386, 6.047], [-3.088, -3.413, 4.884], [2.640, 4.759, -4.444], [2.138, 3.520, -3.701], [1.730, 3.965, -2.037], [0.564, 4.808, -2.055], [2.932, 4.351, -1.359], [1.200, 2.449, -1.236], [-0.226, 2.078, -1.601], [-0.706, 0.932, -0.782], [-0.600, -0.358, -1.114], [-1.165, -1.141, -0.176], [-1.660, -0.289, 0.798], [-1.370, 0.973, 0.428], [-1.632, 2.172, 1.202], [-1.054, 3.184, 0.873], [-2.418, 2.037, 2.109], [0.062, -0.843, -2.354], [2.880, 4.488, -5.470], [3.535, 5.154, -3.969], [1.877, 5.534, -4.460], [2.904, 2.745, -3.644], [1.232, 3.123, -4.161], [1.256, 2.716, -0.180], [1.930, 1.666, -1.445], [-0.343, 1.790, -2.644], [-0.886, 2.917, -1.409], [-2.197, -0.608, 1.675], [-0.309, -0.321, -3.236], [-0.132, -1.906, -2.516], [1.142, -0.704, -2.305]], "charge": 2, "orbital_gap_ev": 7.11, "homo_energy_ev": -15.10}



{"formula": "C5H10BrCl", "method": "ωB97M-V/def2-TZVPD", "elements": ["C", "C", "C", "C", "C", "Cl", "Br", "H", "H", "H", "H", "H", "H", "H", "H", "H", "H"], "positions_angstrom": [[0.823, -2.070, 0.422], [-0.389, 1.857, -0.665], [-0.792, 0.452, 1.357], [1.004, -0.924, -0.483], [-0.742, 0.515, -0.103], [-2.031, -0.343, -0.909], [2.522, 0.214, -0.276], [1.573, -2.791, 0.088], [0.934, -1.893, 1.437], [-0.033, -2.529, 0.102], [0.511, 1.892, -1.342], [-1.381, 2.209, -1.161], [-0.233, 2.451, 0.256], [-1.701, 0.760, 1.674], [0.087, 0.972, 1.777], [-0.628, -0.620, 1.788], [0.895, -1.308, -1.460]], "de_lowest_ev": 2.284, "charge": 0, "orbital_gap_ev": 8.98, "homo_energy_ev": -8.17}



{"formula": "C9H17N2O3", "method": "ωB97M-V/def2-TZVPD", "elements": ["C", "C", "C", "C", "C", "C", "C", "C", "C", "N", "N", "O", "O", "O", "H", "H", "H", "H", "H", "H", "H", "H", "H", "H", "H", "H", "H", "H", "H", "H", "H"], "positions_angstrom": [[-1.843, -0.307, -0.305], [2.208, 1.440, -0.787], [1.235, 1.760, 0.401], [-0.732, -1.740, 1.046], [0.090, -1.340, -0.246], [1.370, -0.575, 0.139], [2.480, -1.406, 0.776], [-3.190, 1.624, 0.529], [-2.929, 0.623, -0.622], [-0.784, -0.482, -0.974], [1.718, 0.089, -1.228], [-2.027, -1.094, 0.792], [0.909, 0.545, 0.948], [0.529, -2.384, -1.138], [2.248, 2.194, -1.614], [3.141, 1.337, -0.190], [1.852, 2.448, 1.039], [0.429, 2.510, 0.069], [-0.893, -2.863, 1.086], [-0.319, -1.202, 1.904], [3.318, -0.819, 0.952], [2.512, -2.406, 0.321], [2.103, -1.749, 1.813], [-2.904, 1.217, 1.533], [-4.257, 1.863, 0.412], [-2.695, 2.615, 0.615], [-2.624, 1.163, -1.437], [-3.806, -0.078, -0.730], [0.757, -0.010, -1.695], [2.488, -0.333, -1.809], [-0.383, -2.641, -1.601]], "de_lowest_ev": 0.000, "charge": 1, "orbital_gap_ev": [5.71, 7.29], "homo_energy_ev": [-8.52, -14.24], "multiplicity": 3}



{"formula": "C52H62N10O7S2Ti", "method": "ωB97M-V/def2-TZVPD", "elements": ["Ti", "C", "N", "C", "C", "N", "C", "C", "C", "C", "C", "C", "C", "C", "C", "N", "C", "N", "C", "C", "N", "C", "C", "C", "N", "C", "C", "H", "H", "H", "H", "H", "H", "H", "H", "H", "H", "H", "H", "H", "H", "H", "H", "H", "H", "H", "H", "H", "H", "H", "H", "H", "H", "H", "H", "H", "H", "N", "C", "O", "C", "C", "H", "H", "H", "H", "H", "H", "C", "C", "C", "C", "C", "C", "N", "N", "C", "C", "C", "C", "C", "C", "H", "H", "H", "H", "H", "H", "H", "H", "H", "C", "C", "C", "C", "C", "C", "C", "S", "O", "O", "N", "C", "C", "C", "O", "O", "H", "H", "H", "H", "H", "H", "H", "H", "H", "H", "H", "H", "O", "C", "O", "C", "C", "C", "C", "S", "C", "C", "H", "H", "H", "H", "H"], "positions_angstrom": [[-0.387, 0.310, -0.550], [-3.004, 1.683, -1.072], [-2.522, 2.889, -0.439], [-2.984, 4.122, -1.053], [-1.798, 2.872, 0.707], [-0.850, 1.988, 0.925], [-0.551, 1.798, 2.321], [-1.604, 1.292, 3.042], [-1.518, 1.017, 4.411], [-0.360, 1.287, 5.065], [0.744, 1.859, 4.387], [1.876, 2.188, 5.170], [2.946, 2.802, 4.601], [2.935, 3.086, 3.233], [1.877, 2.754, 2.392], [2.072, 2.941, 1.044], [2.873, 3.857, 0.567], [3.818, 3.559, -0.358], [4.185, 4.449, -1.439], [4.465, 2.265, -0.363], [2.816, 5.221, 0.844], [1.639, 5.774, 1.462], [4.041, 5.924, 1.183], [0.697, 2.120, 2.978], [-2.164, 3.848, 1.606], [-1.298, 4.401, 2.616], [-3.571, 4.106, 1.839], [-4.045, 1.494, -0.791], [-2.439, 0.818, -0.738], [-2.907, 1.761, -2.152], [-2.672, 4.115, -2.097], [-2.543, 4.977, -0.548], [-4.075, 4.206, -1.004], [-2.516, 1.055, 2.509], [-2.367, 0.585, 4.926], [-0.258, 1.081, 6.124], [1.862, 1.950, 6.226], [3.816, 3.060, 5.193], [3.815, 3.526, 2.778], [3.471, 5.266, -1.510], [4.176, 3.883, -2.373], [5.190, 4.865, -1.309], [4.040, 1.661, 0.428], [4.333, 1.752, -1.315], [5.539, 2.391, -0.189], [0.762, 5.428, 0.924], [1.688, 6.861, 1.381], [1.549, 5.509, 2.521], [4.908, 5.362, 0.848], [4.118, 6.057, 2.269], [4.061, 6.911, 0.713], [-0.273, 4.134, 2.418], [-1.559, 4.030, 3.613], [-1.390, 5.492, 2.611], [-4.186, 3.468, 1.209], [-3.830, 5.151, 1.640], [-3.808, 3.885, 2.885], [-0.595, 1.795, -5.309], [-0.638, 2.151, -3.995], [-1.583, 2.786, -3.541], [0.602, 1.796, -3.217], [0.503, 1.834, -1.696], [-1.476, 1.832, -5.796], [0.002, 1.018, -5.546], [1.345, 2.530, -3.565], [0.978, 0.832, -3.564], [0.189, 2.831, -1.374], [1.516, 1.688, -1.304], [-5.779, -1.853, 0.974], [-5.025, -1.757, 2.138], [-3.677, -1.444, 2.094], [-3.046, -1.201, 0.865], [-3.808, -1.314, -0.305], [-5.154, -1.634, -0.248], [-1.690, -0.891, 0.753], [-0.997, -1.178, 1.852], [0.364, -1.100, 1.697], [1.145, -1.455, 2.817], [2.506, -1.594, 2.688], [3.115, -1.419, 1.439], [2.364, -1.002, 0.353], [0.995, -0.754, 0.473], [-6.831, -2.102, 1.018], [-5.497, -1.933, 3.099], [-3.081, -1.383, 2.995], [-3.322, -1.175, -1.264], [-5.718, -1.720, -1.169], [0.642, -1.620, 3.763], [3.104, -1.866, 3.549], [4.177, -1.596, 1.324], [2.836, -0.882, -0.615], [-4.165, -4.242, 3.840], [-3.349, -4.606, 2.630], [-2.042, -4.163, 2.491], [-1.283, -4.499, 1.377], [-1.848, -5.296, 0.399], [-3.158, -5.752, 0.515], [-3.902, -5.401, 1.624], [-0.905, -5.772, -1.020], [-1.172, -7.159, -1.276], [0.425, -5.279, -0.842], [-1.585, -4.958, -2.270], [-1.629, -3.492, -2.208], [-0.358, -2.837, -2.761], [-0.696, -1.407, -3.087], [-0.927, -0.997, -4.195], [-0.848, -0.642, -1.998], [-3.615, -3.568, 4.496], [-4.429, -5.134, 4.412], [-5.095, -3.751, 3.547], [-1.610, -3.527, 3.252], [-0.269, -4.138, 1.260], [-3.580, -6.386, -0.255], [-4.927, -5.742, 1.715], [-2.466, -5.396, -2.501], [-1.829, -3.139, -1.189], [-2.476, -3.193, -2.827], [-0.054, -3.338, -3.677], [0.458, -2.869, -2.041], [5.484, -6.836, -5.405], [4.619, -5.998, -6.046], [4.280, -6.282, -7.166], [4.175, -4.797, -5.308], [4.631, -4.436, -4.036], [4.205, -3.277, -3.422], [3.294, -2.401, -4.047], [2.793, -0.922, -3.307], [2.812, -2.799, -5.312], [3.248, -3.952, -5.925], [5.631, -6.515, -4.508], [5.336, -5.054, -3.485], [4.568, -3.020, -2.436], [2.083, -2.163, -5.800], [2.880, -4.234, -6.903]], "de_lowest_ev": 0.337, "charge": -1, "orbital_gap_ev": [5.79, 5.60], "homo_energy_ev": [-3.93, -3.93], "multiplicity": 2}



{"formula": "C2H8N2OP", "method": "ωB97M-V/def2-TZVPD", "elements": ["C", "C", "N", "N", "O", "P", "H", "H", "H", "H", "H", "H", "H", "H"], "positions_angstrom": [[-1.129, -0.582, -0.751], [1.225, -0.241, -0.232], [0.584, 1.465, 2.290], [-0.134, 0.077, -0.032], [-0.018, 2.787, 2.466], [-0.598, 1.707, 1.024], [-1.271, -0.219, -1.862], [-0.879, -1.655, -0.800], [-1.973, -0.436, -0.124], [1.813, 0.608, 0.145], [1.465, -0.974, 0.560], [1.629, -0.575, -1.142], [-0.040, 0.839, 2.892], [0.500, 2.272, 0.320]], "de_lowest_ev": 0.160, "charge": -1, "orbital_gap_ev": 7.21, "homo_energy_ev": -2.98}



{"formula": "C4H6ClF6N3O8S3Sr", "method": "ωB97M-V/def2-TZVPD", "elements": ["Sr", "O", "Cl", "O", "O", "O", "F", "C", "F", "F", "S", "O", "O", "N", "S", "O", "O", "C", "F", "F", "F", "C", "N", "C", "N", "S", "H", "H", "H", "H", "H", "H"], "positions_angstrom": [[-0.934, 0.436, 0.802], [-3.794, -2.526, 2.294], [-2.593, -1.842, 2.704], [-2.448, -2.058, 4.091], [-1.446, -2.255, 1.852], [-2.752, -0.312, 2.318], [1.606, 4.992, -1.468], [0.620, 4.297, -0.767], [-0.425, 5.079, -0.680], [0.401, 3.197, -1.507], [0.962, 3.427, 0.950], [-0.397, 2.784, 1.090], [1.318, 4.351, 2.014], [2.121, 2.607, 0.378], [2.155, 0.907, 0.266], [1.410, 0.565, -1.011], [1.434, 0.457, 1.478], [3.898, -0.322, 0.107], [4.167, -0.849, 1.326], [3.771, -1.325, -0.798], [4.801, 0.571, -0.237], [-1.646, -3.285, -0.959], [-2.071, -1.901, -1.022], [-1.315, -0.891, -1.671], [-0.082, -1.240, -2.084], [-2.232, 0.537, -1.782], [-1.385, -3.708, -1.942], [-2.386, -3.938, -0.484], [-0.725, -3.434, -0.338], [-3.031, -1.674, -1.039], [0.327, -2.113, -1.786], [0.672, -0.536, -2.096]], "de_lowest_ev": 0.000, "charge": 0, "orbital_gap_ev": 7.18, "homo_energy_ev": -9.79}